(1)
DFT (ωB97M-V/def2-TZVPD) results for 3 unconnected molecules or ions with the total composition C5H15NO4 at a distorted geometry.

The value obtained for the energy above the lowest of the compared OMol25 structures with the same formula, charge and spin is 76.31 kcal/mol. The SMILES is CNCCCC(=O)O.O.O. For the HOMO-LUMO gap, the calculation gives 0.3584 Ha. The calculation puts the molar mass at 153.2 g mol⁻¹. The LUMO energy comes out at 0.6 eV.

Structure (ORCA input):
```
! RIJCOSX wB97M-V def2-TZVPD def2/J DEFGRID3
* xyz 0 1
O -1.578 0.210 -0.510
C -1.063 0.914 -1.360
O -1.554 2.118 -1.644
C 0.414 0.770 -1.838
C 1.255 0.186 -0.757
C 0.614 -0.927 0.153
C 1.333 -0.836 2.518
N 0.353 -0.334 1.483
H -2.416 2.499 -1.418
H 0.702 1.888 -2.032
H 0.421 0.285 -2.754
H 2.012 -0.400 -1.268
H 1.962 0.743 -0.071
H -0.154 -1.541 -0.386
H 1.341 -1.707 0.207
H 1.214 -0.662 3.600
H 1.208 -1.937 2.689
H 2.420 -0.657 2.354
H -0.598 -0.613 1.899
H -0.005 1.520 0.705
H -1.269 2.182 1.180
O -0.475 2.301 0.542
H -2.613 -2.422 -0.922
H -1.762 -1.351 -1.019
O -1.763 -2.230 -1.351
*
```

***

(2)
DFT (ωB97M-V/def2-TZVPD) results for 2 unconnected molecules or ions with the total composition C5H15NOP at a distorted geometry.

The value obtained for the energy above the lowest of the compared OMol25 structures with the same formula, charge and spin is 23.19 kcal/mol. For the HOMO-LUMO gap, the calculation gives 0.4041 Ha. The calculation puts the molar mass at 136.2 g mol⁻¹. The LUMO energy comes out at -3.3 eV.

Structure (ORCA input):
```
! RIJCOSX wB97M-V def2-TZVPD def2/J DEFGRID3
* xyz 1 1
C -2.124 1.165 -1.701
C 0.698 -2.404 0.706
C -0.989 0.100 -1.496
C 0.593 -1.292 -0.276
C -0.534 -0.416 -0.154
N -1.031 -0.008 0.890
O 1.022 1.571 0.831
P 2.167 2.242 1.579
H -2.426 1.273 -2.695
H -3.087 0.870 -1.126
H -1.871 2.093 -1.133
H 1.649 -2.959 0.756
H -0.022 -3.208 0.572
H 0.525 -2.024 1.740
H -1.255 -0.843 -2.017
H -0.079 0.408 -1.954
H 1.468 -0.552 -0.186
H 0.830 -1.753 -1.359
H -1.620 0.836 0.765
H 1.811 2.457 2.878
H -0.542 0.032 1.794
H 2.457 3.390 0.956
H 3.229 1.315 1.695
*
```

***

(3)
DFT (ωB97M-V/def2-TZVPD) results for 2 unconnected molecules or ions with the total composition C5H15NOS at a distorted geometry.

The value obtained for the energy above the lowest of the compared OMol25 structures with the same formula, charge and spin is 38.29 kcal/mol. The SMILES is CCCNCCS.O. For the HOMO-LUMO gap, the calculation gives 0.3443 Ha. The calculation puts the molar mass at 137.2 g mol⁻¹. The LUMO energy comes out at 0.8 eV.

Structure (ORCA input):
```
! RIJCOSX wB97M-V def2-TZVPD def2/J DEFGRID3
* xyz 0 1
C -0.215 0.255 -0.461
N -1.048 -0.665 -1.203
C -0.345 -1.278 -2.352
C 0.894 -2.072 -1.982
S 2.065 -2.487 -3.406
C -0.302 -0.009 1.068
C -1.554 0.649 1.633
H 0.857 0.127 -0.550
H -0.474 1.310 -0.563
H -2.023 -0.536 -1.379
H 0.085 -0.487 -2.991
H -1.049 -1.928 -2.877
H 1.529 -1.556 -1.271
H 0.595 -2.973 -1.403
H 2.252 -3.794 -3.107
H 0.655 0.303 1.524
H -0.309 -1.079 1.337
H -1.987 0.376 2.586
H -1.267 1.639 1.980
H -2.416 0.602 0.956
H 1.965 4.898 4.543
H 0.684 4.082 4.101
O 1.406 4.622 3.816
*
```

***

(4)
DFT (ωB97M-V/def2-TZVPD) results for C5H15NOSi2 in the gas phase at a distorted geometry.

The value obtained for the energy above the lowest of the compared OMol25 structures with the same formula, charge and spin is 24.88 kcal/mol. The SMILES is C[Si](C)(C)/C=C(/N)O[SiH3]. For the HOMO-LUMO gap, the calculation gives 0.3350 Ha. The calculation puts the molar mass at 161.4 g mol⁻¹. The LUMO energy comes out at 0.8 eV.

Structure (ORCA input):
```
! RIJCOSX wB97M-V def2-TZVPD def2/J DEFGRID3
* xyz 0 1
C 0.398 0.898 1.664
C -1.292 1.402 -2.213
C 1.077 -0.623 -1.895
C -1.772 -1.119 -0.552
C 0.044 1.285 0.381
N 1.271 1.719 2.417
O 0.372 -0.360 2.157
Si 0.878 -1.851 1.991
Si -0.551 0.145 -1.048
H -2.310 1.578 -2.390
H -0.811 2.399 -1.842
H -0.836 1.389 -3.182
H 1.117 -1.774 -1.662
H 1.228 -0.420 -2.950
H 1.859 -0.044 -1.413
H -2.702 -0.873 -0.801
H -1.514 -2.005 -1.088
H -1.749 -1.250 0.526
H -0.100 2.319 0.269
H 1.384 2.637 2.002
H 1.030 1.645 3.361
H 0.349 -2.646 0.873
H 2.235 -2.193 2.089
H 0.395 -2.260 3.305
*
```

***

(5)
DFT (ωB97M-V/def2-TZVPD) results for a molecular structure, C5H15NP at a distorted geometry.

The value obtained for the energy above the lowest of the compared OMol25 structures with the same formula, charge and spin is 64.30 kcal/mol. For the HOMO-LUMO gap, the calculation gives 0.3194 Ha. The calculation puts the molar mass at 120.2 g mol⁻¹. The LUMO energy comes out at -3.9 eV.

Structure (ORCA input):
```
! RIJCOSX wB97M-V def2-TZVPD def2/J DEFGRID3
* xyz 1 1
C 0.039 0.559 -2.745
C 1.481 0.904 3.065
C -1.025 -1.751 -1.313
C 0.052 0.544 -1.244
C 0.251 0.967 2.130
N -0.147 -0.816 -0.613
P -0.632 -0.315 1.521
H -1.004 0.269 -3.096
H 0.247 1.534 -3.228
H 0.778 -0.209 -3.164
H 1.230 1.377 4.033
H 2.201 1.604 2.669
H 1.769 -0.186 2.996
H -0.527 -1.795 -2.254
H -1.038 -2.723 -0.846
H -2.080 -1.261 -1.306
H -0.622 1.327 -0.794
H 0.947 0.931 -0.616
H 0.029 2.007 1.846
H 0.724 -1.280 -0.587
H -0.632 -1.601 2.225
H -2.042 -0.087 1.323
*
```

***

(6)
DFT (ωB97M-V/def2-TZVPD) results for C5H15NSi in the gas phase at a distorted geometry.

The value obtained for the energy above the lowest of the compared OMol25 structures with the same formula, charge and spin is 11.36 kcal/mol. The SMILES is CC(C)N[SiH](C)C. For the HOMO-LUMO gap, the calculation gives 0.3660 Ha. The calculation puts the molar mass at 117.3 g mol⁻¹. The LUMO energy comes out at 1.0 eV.

Structure (ORCA input):
```
! RIJCOSX wB97M-V def2-TZVPD def2/J DEFGRID3
* xyz 0 1
C -1.379 -1.116 -2.212
C -2.095 -0.509 0.120
C 0.781 0.817 2.331
C 2.479 1.394 -0.104
C -0.932 -0.822 -0.727
N 0.085 0.232 -0.588
Si 1.274 0.129 0.645
H -1.840 -0.253 -2.756
H -0.598 -1.427 -2.915
H -2.068 -1.995 -2.307
H -2.538 0.450 -0.122
H -1.704 -0.244 1.096
H -2.719 -1.322 0.385
H 0.439 1.856 2.066
H -0.146 0.340 2.764
H 1.522 0.819 3.113
H 3.247 1.048 -0.602
H 1.921 2.123 -0.604
H 2.924 1.815 0.763
H -0.459 -1.761 -0.597
H -0.369 1.100 -0.717
H 1.784 -1.337 0.693
*
```